(1)
A 9-piece molecular cluster, C25H68O9 overall. Source: the OMol25 dataset; level of theory: ωB97M-V/def2-TZVPD.

XYZ file:
```
102
Properties=species:S:1:pos:R:3:forces:R:3:lowdin_charge:R:1
C -2.216 5.234 1.440 0.2 -0.5 0.7 -0.06
C -1.961 4.080 0.434 -1.5 3.0 0.9 -0.42
C -0.785 3.236 0.833 0.3 -0.8 -0.9 -0.05
O -3.266 3.425 0.259 1.7 -1.0 -0.1 -0.06
H -1.403 5.943 1.598 0.4 -0.2 -0.4 0.08
H -2.391 4.797 2.424 -0.3 0.0 0.1 0.08
H -3.064 5.852 1.146 -0.2 -0.2 -0.1 0.07
H -1.717 4.692 -0.433 0.0 -0.9 -0.9 0.13
H -0.620 3.035 1.891 -0.5 -0.1 0.0 0.07
H 0.130 3.706 0.473 -0.1 0.5 0.1 0.07
H -0.760 2.321 0.242 -0.3 -0.4 0.3 0.07
H -3.997 4.016 0.453 0.3 0.3 0.1 0.08
C -2.766 -5.186 0.793 -1.3 -1.1 -0.2 -0.07
C -1.523 -5.331 -0.060 0.4 0.9 -0.9 -0.47
C -0.914 -4.004 -0.551 0.4 0.2 0.8 -0.05
O -0.575 -6.150 0.614 -0.1 0.4 0.2 -0.04
H -3.009 -6.200 1.109 -0.2 -0.2 -0.1 0.08
H -3.631 -4.868 0.211 0.1 0.2 -0.2 0.07
H -2.855 -4.637 1.731 1.0 0.6 -0.1 0.08
H -1.786 -5.850 -0.981 -0.2 -0.5 0.2 0.14
H -1.033 -3.260 0.236 -0.2 0.4 -0.2 0.06
H -1.318 -3.666 -1.506 -0.3 0.1 0.2 0.07
H 0.169 -4.027 -0.679 0.1 -0.6 -0.1 0.08
H -0.580 -5.748 1.486 0.5 -0.3 0.4 0.07
C 0.550 -1.524 -6.473 -0.4 -0.6 1.0 -0.05
C 0.049 -0.947 -5.145 0.0 -0.9 2.5 -0.42
C -0.740 -1.947 -4.229 -1.2 0.0 -0.7 -0.07
O 1.128 -0.614 -4.227 1.1 0.6 -1.7 -0.09
H 1.050 -2.478 -6.310 0.3 0.1 0.1 0.08
H 1.189 -0.866 -7.063 -0.2 0.1 0.2 0.08
H -0.357 -1.798 -7.012 0.0 0.3 -0.4 0.08
H -0.552 -0.065 -5.368 -0.1 0.2 0.1 0.12
H -1.316 -1.495 -3.421 0.6 0.9 0.2 0.05
H -0.068 -2.643 -3.726 0.1 -0.1 -0.4 0.08
H -1.592 -2.460 -4.674 0.3 -0.5 -0.8 0.07
H 0.833 -0.428 -3.332 -0.8 0.0 0.1 0.04
C 3.816 -2.820 1.137 -1.2 0.0 -0.1 -0.03
C 2.964 -3.738 2.083 1.6 -0.1 -0.5 -0.46
C 3.685 -4.095 3.377 1.1 0.2 -0.1 -0.05
O 1.727 -3.155 2.381 -0.9 0.7 -0.4 -0.07
H 3.982 -1.806 1.499 0.0 -0.1 0.5 0.08
H 3.280 -2.679 0.199 -0.3 -0.1 0.0 0.06
H 4.770 -3.242 0.820 0.0 -0.3 0.5 0.08
H 2.815 -4.659 1.519 -0.3 -0.1 -0.1 0.13
H 4.055 -5.118 3.304 -0.1 0.0 0.4 0.08
H 3.118 -3.931 4.293 -0.3 -0.3 -0.2 0.08
H 4.562 -3.456 3.486 0.1 0.0 0.1 0.07
H 1.185 -3.776 2.873 0.1 -0.2 0.0 0.10
C -4.686 0.281 -1.127 0.3 -1.2 0.7 -0.04
C -3.904 -0.458 -0.007 -0.5 1.8 -0.6 -0.46
C -3.599 -1.883 -0.382 0.6 0.3 -0.5 -0.05
O -2.721 0.333 0.204 0.8 -1.2 0.2 -0.07
H -4.002 0.379 -1.969 -0.1 0.0 -0.1 0.08
H -5.002 1.277 -0.818 -0.2 -0.1 0.0 0.07
H -5.513 -0.384 -1.379 -0.3 0.5 -0.3 0.08
H -4.480 -0.464 0.918 -0.2 0.1 0.2 0.13
H -3.122 -1.918 -1.362 0.4 0.1 0.0 0.08
H -4.516 -2.448 -0.547 -0.1 0.0 0.6 0.09
H -2.924 -2.339 0.343 -0.3 -0.1 0.0 0.06
H -2.953 1.251 0.362 -0.4 0.3 0.0 0.04
C 2.633 2.477 -3.619 -0.4 0.5 -0.6 -0.05
C 1.273 2.960 -4.014 -1.6 -0.7 2.7 -0.53
C 0.495 3.398 -2.709 -0.1 -0.3 -1.2 -0.04
O 1.274 3.989 -4.920 0.2 1.7 -0.9 -0.03
H 3.070 2.243 -4.589 0.9 -0.5 0.4 0.08
H 2.514 1.635 -2.936 0.4 -0.1 -0.3 0.07
H 3.130 3.314 -3.128 0.4 -0.1 0.0 0.09
H 0.679 2.158 -4.451 0.1 -0.5 0.1 0.12
H -0.562 3.415 -2.974 -0.1 0.3 0.2 0.07
H 0.786 4.371 -2.314 0.2 0.1 -0.3 0.07
H 0.611 2.670 -1.905 0.1 -0.2 -0.2 0.05
H 2.018 3.896 -5.520 0.0 0.0 -0.1 0.09
C 1.877 4.319 3.026 -1.0 -1.9 -1.4 -0.05
C 2.777 3.373 2.195 0.3 2.2 0.4 -0.50
C 3.489 4.159 1.092 1.1 -0.4 0.8 -0.05
O 3.709 2.882 3.133 1.1 -0.7 -0.4 -0.05
H 1.390 3.665 3.749 -0.3 0.3 0.3 0.06
H 1.124 4.588 2.285 -0.3 0.9 0.5 0.05
H 2.377 5.129 3.556 0.2 -0.1 -0.5 0.09
H 2.322 2.571 1.614 -0.8 -0.3 0.7 0.12
H 3.900 5.099 1.459 -0.2 0.1 0.0 0.08
H 2.885 4.322 0.199 -0.1 -0.1 0.1 0.07
H 4.354 3.532 0.877 0.1 0.1 -0.6 0.08
H 3.230 2.331 3.757 0.0 0.0 0.1 0.08
C -0.194 0.882 4.155 -0.7 -1.0 -0.2 -0.04
C -0.161 -0.630 3.885 -0.6 0.0 -0.7 -0.46
C -1.563 -1.254 3.922 -0.3 0.2 0.1 -0.05
O 0.353 -0.800 2.556 -0.3 0.9 0.4 -0.07
H 0.822 1.266 4.056 -0.2 0.3 0.3 0.06
H -0.721 1.070 5.090 0.7 0.1 0.4 0.08
H -0.866 1.353 3.438 0.3 0.0 -0.5 0.06
H 0.473 -1.130 4.617 0.3 0.0 0.1 0.13
H -2.242 -0.646 3.324 0.0 0.0 -0.3 0.07
H -2.042 -1.329 4.899 0.3 0.1 0.3 0.07
H -1.571 -2.264 3.511 0.2 0.0 -0.1 0.06
H 0.825 -1.629 2.452 0.2 -0.3 0.1 0.02
C 1.134 -0.523 -0.470 0.0 -0.7 0.9 -0.16
O -0.026 -0.312 -1.215 -0.1 0.3 -1.7 -0.13
H 1.046 -1.518 -0.035 0.1 0.1 0.8 0.05
H 2.053 -0.618 -1.048 -0.2 0.6 -0.7 0.08
H 1.228 0.264 0.279 0.4 -0.3 0.2 0.07
H -0.742 0.026 -0.672 -0.3 -0.1 0.4 0.04
```
Forces are in eV/Å.

The calculation puts the highest occupied orbital energy at -0.3512 Eh. The frontier orbital gap comes out at 9.89 eV. The net charge is 0. Its relative energy (zero: lowest compared OMol25 entry of this formula, charge and spin) is 2.7135 eV.

***

(2)
C3H2BaO2 as an isolated structure. Source: the OMol25 dataset; level of theory: ωB97M-V/def2-TZVPD.

XYZ file:
```
8
Properties=species:S:1:pos:R:3:forces:R:3:lowdin_charge:R:1
O 0.449 0.446 1.548 0.5 0.2 1.0 -0.39
C 0.526 1.522 0.901 -0.6 0.0 -0.8 -0.27
C 0.579 1.565 -0.549 -0.2 0.2 -0.5 -0.56
O 0.920 0.332 -1.118 -0.4 -0.2 -0.3 -0.49
C -0.646 0.810 -1.257 1.3 0.8 0.8 -0.28
Ba -0.474 -1.249 0.131 -0.3 -0.7 -0.2 1.74
H 0.499 2.478 1.453 -0.2 -0.1 -0.1 0.12
H 1.024 2.457 -1.008 -0.1 -0.1 0.1 0.12
```
Forces are in eV/Å.

The calculation puts the highest occupied orbital energy (alpha / beta) at -0.1881 / -0.1865 Eh. The frontier orbital gap (alpha / beta) comes out at 4.47 / 4.43 eV. The net charge is 0. Its relative energy (zero: lowest compared OMol25 entry of this formula, charge and spin) is 0.4873 eV.

***

(3)
C45H41BrCsN8O2P2S as an isolated structure. Source: the OMol25 dataset; level of theory: ωB97M-V/def2-TZVPD.

XYZ file:
```
101
Properties=species:S:1:pos:R:3:forces:R:3:lowdin_charge:R:1
Cs 0.367 0.048 0.301 -2.2 -1.5 -2.1 1.15
N 2.521 -4.142 -1.667 -0.1 0.0 0.0 0.12
C 2.000 -3.033 -1.113 0.1 0.2 -0.1 -0.19
N 0.764 -2.835 -0.809 0.1 -0.3 0.0 0.05
C -0.147 -3.831 -1.134 0.1 -0.2 -0.2 -0.29
N -1.426 -3.694 -1.034 0.1 0.6 0.2 0.06
N -1.818 -2.413 -0.589 -0.2 -0.8 -0.1 -0.01
C -3.045 -2.429 -0.249 0.1 0.4 0.1 -0.09
C -3.741 -1.219 0.250 0.1 -0.3 -0.1 -0.27
C -5.131 -1.224 0.242 0.0 0.1 0.0 -0.02
C -5.809 -0.113 0.720 0.0 -0.1 0.0 -0.05
C -5.069 0.948 1.209 0.1 0.0 0.0 -0.05
C -3.683 0.850 1.187 0.0 0.0 0.0 -0.14
N -3.016 -0.195 0.712 -0.1 -0.1 0.0 0.10
C 0.360 -5.125 -1.635 -0.3 0.1 0.1 -0.08
C -0.477 -6.225 -1.849 0.0 0.0 0.0 -0.01
C 0.040 -7.410 -2.325 0.1 0.0 0.0 -0.07
C 1.407 -7.516 -2.597 -0.1 -0.1 0.0 -0.07
C 2.249 -6.446 -2.390 0.0 0.0 0.0 -0.01
C 1.714 -5.254 -1.906 0.3 0.1 0.0 -0.18
H 3.502 -4.161 -1.889 0.0 -0.1 0.0 0.16
H 2.722 -2.239 -0.936 -0.1 0.0 0.0 0.13
H -3.618 -3.352 -0.328 -0.1 0.0 0.0 0.12
H -5.663 -2.088 -0.132 0.0 0.0 0.0 0.11
H -6.890 -0.083 0.721 0.0 0.0 0.0 0.11
H -5.542 1.834 1.609 0.0 0.0 0.0 0.11
H -3.076 1.655 1.583 0.0 0.0 0.0 0.09
H -1.530 -6.114 -1.633 0.0 0.0 0.0 0.11
H -0.611 -8.259 -2.488 0.0 0.0 0.0 0.11
H 1.813 -8.448 -2.970 0.0 0.0 0.0 0.11
H 3.309 -6.525 -2.598 0.0 0.0 0.0 0.12
O 2.559 1.289 0.110 1.8 1.2 0.3 -0.64
P 3.365 2.176 1.017 -0.5 -0.5 -0.4 0.71
C 3.464 1.512 2.704 0.2 0.0 0.2 -0.29
P 1.870 1.223 3.545 -0.6 0.0 -0.7 0.73
O 0.757 0.929 2.568 1.0 0.9 2.5 -0.69
C 2.186 -0.141 4.659 0.0 -0.2 0.1 -0.28
C 3.400 -0.335 5.317 0.0 0.0 0.0 -0.09
C 3.566 -1.416 6.168 0.0 0.0 0.0 -0.07
C 2.523 -2.313 6.360 0.0 0.0 0.0 -0.07
C 1.315 -2.130 5.703 0.0 0.0 0.0 -0.06
C 1.144 -1.046 4.853 0.0 0.0 0.1 -0.06
C 1.553 2.688 4.531 -0.1 0.2 0.0 -0.27
C 2.119 2.896 5.787 0.1 0.0 0.0 -0.07
C 1.862 4.069 6.480 0.0 0.0 0.0 -0.07
C 1.037 5.038 5.925 0.0 0.0 0.0 -0.07
C 0.460 4.831 4.680 0.0 0.0 0.0 -0.07
C 0.711 3.657 3.987 0.0 0.0 0.0 -0.07
C 2.690 3.828 1.176 0.0 0.1 0.0 -0.28
C 3.404 4.823 1.845 0.0 0.0 0.0 -0.07
C 2.885 6.102 1.947 0.0 0.0 0.0 -0.07
C 1.658 6.398 1.362 0.0 0.0 0.0 -0.06
C 0.950 5.414 0.691 0.0 -0.1 0.0 -0.06
C 1.460 4.123 0.601 -0.2 0.1 0.0 -0.07
C 5.058 2.388 0.466 0.2 0.0 0.1 -0.28
C 5.251 2.719 -0.876 0.0 0.0 -0.1 -0.06
C 6.530 2.922 -1.363 0.1 0.0 0.0 -0.06
C 7.629 2.797 -0.520 0.0 0.0 0.0 -0.07
C 7.447 2.462 0.812 -0.1 0.0 0.0 -0.07
C 6.163 2.258 1.303 0.1 0.0 0.0 -0.08
H 4.054 2.189 3.329 0.0 -0.1 0.0 0.07
H 3.983 0.553 2.628 0.0 0.0 0.0 0.09
H 4.227 0.352 5.173 0.0 0.0 0.0 0.11
H 4.508 -1.563 6.679 0.0 0.0 0.0 0.11
H 2.654 -3.159 7.021 0.0 0.0 0.0 0.11
H 0.504 -2.830 5.849 0.0 0.0 0.0 0.11
H 0.205 -0.902 4.334 0.0 0.0 0.0 0.11
H 2.753 2.145 6.243 0.0 0.0 0.0 0.10
H 2.299 4.223 7.458 0.0 0.0 0.0 0.11
H 0.836 5.952 6.470 0.0 0.0 0.0 0.11
H -0.187 5.582 4.247 0.0 0.0 0.0 0.11
H 0.249 3.488 3.023 0.0 0.0 0.0 0.10
H 4.375 4.611 2.281 0.0 0.0 0.0 0.11
H 3.439 6.870 2.469 0.0 0.0 0.0 0.11
H 1.263 7.404 1.427 0.0 0.0 0.0 0.11
H -0.005 5.642 0.233 0.0 0.0 0.0 0.10
H 0.873 3.363 0.099 0.2 -0.1 0.0 0.08
H 4.406 2.807 -1.548 -0.1 0.0 0.1 0.12
H 6.674 3.178 -2.405 0.0 0.0 0.0 0.11
H 8.627 2.958 -0.905 0.0 0.0 0.0 0.11
H 8.300 2.358 1.470 0.0 0.0 0.0 0.11
H 6.041 1.994 2.346 0.0 0.0 0.0 0.09
N -1.483 -0.870 -3.202 0.1 0.1 0.1 0.11
C -0.537 -0.063 -3.713 0.0 -0.1 0.1 -0.99
N -0.991 0.954 -4.494 0.1 0.0 -0.1 0.07
S 1.092 -0.270 -3.387 -0.1 0.2 -0.1 0.56
H -2.457 -0.620 -3.248 0.0 0.0 0.0 0.11
H -1.208 -1.497 -2.460 -0.1 0.0 0.0 0.04
H -1.918 0.904 -4.885 0.0 0.0 0.0 0.10
H -0.290 1.415 -5.050 0.0 0.0 0.0 0.09
Br -3.559 6.891 -2.330 -0.1 0.2 -0.1 0.79
C -2.719 5.367 -1.638 0.1 -0.2 0.1 -0.71
C -2.847 5.049 -0.295 0.0 0.0 0.0 -0.11
C -2.199 3.914 0.163 0.0 0.0 0.0 -0.16
N -1.468 3.110 -0.607 0.0 0.0 0.0 0.06
C -1.360 3.437 -1.894 0.0 -0.1 0.0 -0.13
C -1.961 4.552 -2.461 0.0 0.0 0.0 -0.10
H -3.428 5.668 0.374 0.0 0.0 0.0 0.11
H -2.269 3.649 1.213 0.0 0.0 0.0 0.10
H -0.761 2.776 -2.512 0.0 0.0 0.0 0.10
H -1.839 4.771 -3.512 0.0 0.0 0.0 0.11
```
Forces are in eV/Å.

The calculation puts the highest occupied orbital energy at -0.3634 Eh. The frontier orbital gap comes out at 7.92 eV. The net charge is +1. Its relative energy (zero: lowest compared OMol25 entry of this formula, charge and spin) is 1.2562 eV.

***

(4)
C16H14N2PdS as an isolated structure. Source: the OMol25 dataset; level of theory: ωB97M-V/def2-TZVPD.

XYZ file:
```
34
Properties=species:S:1:pos:R:3:forces:R:3:lowdin_charge:R:1
Pd -1.021 -0.699 1.852 -0.2 0.1 0.0 0.52
C -3.309 -0.909 3.852 0.0 0.0 0.0 -0.10
C -1.968 -1.250 4.037 0.0 -0.1 0.1 -0.15
C -1.396 -2.309 3.303 0.0 0.1 -0.1 -0.23
C -2.170 -2.925 2.302 0.0 -0.1 0.0 -0.14
C -3.505 -2.572 2.124 0.0 0.0 0.0 -0.11
C -4.080 -1.584 2.916 0.0 0.0 0.0 -0.10
H -3.743 -0.119 4.451 0.0 0.0 0.0 0.10
H -1.402 -0.787 4.834 0.0 0.0 0.0 0.10
H -0.432 -2.716 3.583 0.0 0.1 -0.1 0.10
H -1.752 -3.754 1.745 0.0 0.0 0.0 0.10
H -4.096 -3.084 1.377 0.0 0.0 0.0 0.10
H -5.124 -1.329 2.790 0.0 0.0 0.0 0.10
S 3.094 0.024 -1.205 0.0 0.0 0.0 0.98
C 1.567 0.489 -0.414 0.0 0.1 0.1 -0.54
C 0.381 -0.114 -0.757 0.0 0.0 0.0 -0.09
C -0.809 0.304 -0.127 0.1 0.0 -0.2 -0.26
N -0.828 1.250 0.838 0.0 0.0 0.0 -0.03
C 0.362 1.783 1.196 0.0 0.0 0.0 -0.16
C 1.555 1.471 0.588 0.1 0.0 0.0 -0.10
C 2.879 0.864 -2.762 0.0 0.0 0.0 -0.52
C 2.856 0.144 -3.946 0.1 0.0 0.0 -0.09
C 2.713 0.836 -5.142 0.0 0.0 0.0 -0.15
N 2.584 2.155 -5.221 0.0 0.0 0.0 0.06
C 2.606 2.835 -4.076 0.0 0.0 0.0 -0.14
C 2.759 2.247 -2.832 0.0 0.0 0.0 -0.08
H 0.341 -0.880 -1.521 0.0 0.0 0.0 0.11
H -1.767 0.020 -0.551 0.0 0.0 0.1 0.10
H 0.316 2.519 1.990 0.0 0.0 0.0 0.11
H 2.469 1.966 0.886 0.0 0.0 0.0 0.10
H 2.945 -0.934 -3.940 0.0 0.0 0.0 0.10
H 2.694 0.294 -6.081 0.0 0.0 0.0 0.11
H 2.502 3.912 -4.156 0.0 0.0 0.0 0.11
H 2.781 2.852 -1.936 0.0 0.0 0.0 0.11
```
Forces are in eV/Å.

The calculation puts the highest occupied orbital energy at -0.2774 Eh. The frontier orbital gap comes out at 7.81 eV. The net charge is 0.

***

(5)
The molecule C4H4O. Source: the OMol25 dataset; level of theory: ωB97M-V/def2-TZVPD.

XYZ file:
```
9
Properties=species:S:1:pos:R:3:forces:R:3:lowdin_charge:R:1
C 1.739 -0.501 -0.098 0.1 0.0 0.0 -0.09
C 0.396 0.034 0.075 -0.5 0.1 0.0 -0.06
C -0.742 0.435 0.124 0.5 -0.3 -0.1 0.03
C -2.176 0.625 0.125 -0.2 0.1 -0.2 -0.29
O -2.789 1.267 -0.696 0.3 -0.2 0.4 0.05
H 1.954 -0.568 -1.168 0.1 0.0 0.1 0.09
H 1.811 -1.502 0.337 0.0 0.2 0.0 0.08
H 2.493 0.139 0.368 -0.1 -0.1 0.0 0.08
H -2.686 0.071 0.934 -0.1 0.1 -0.1 0.12
```
Forces are in eV/Å.

The calculation puts the highest occupied orbital energy at -0.3814 Eh. The frontier orbital gap comes out at 10.73 eV. The net charge is 0. Its relative energy (zero: lowest compared OMol25 entry of this formula, charge and spin) is 1.4046 eV.

***

(6)
A 2-piece molecular cluster, C3H6ClFN2O overall. Source: the OMol25 dataset; level of theory: ωB97M-V/def2-TZVPD.

XYZ file:
```
14
Properties=species:S:1:pos:R:3:forces:R:3:lowdin_charge:R:1
C -0.598 -0.079 -0.151 1.8 1.6 3.9 -0.33
C 1.007 0.230 0.372 -4.8 -1.4 3.3 -0.51
C -0.772 -1.065 -1.239 -6.5 5.1 -2.1 -0.60
H -1.547 1.207 -1.470 -0.4 0.4 4.6 0.17
H -1.814 1.510 0.471 -0.6 0.2 -0.8 0.06
H -0.949 -0.754 0.748 0.2 1.6 -1.2 0.18
H 1.577 0.611 -0.373 2.5 0.0 -2.3 0.05
H 0.428 -2.244 -0.283 -0.3 0.7 -2.8 0.12
H -0.750 -3.254 -1.418 3.1 4.4 -0.3 0.31
N -1.299 1.220 -0.342 1.9 -2.8 -3.8 -0.01
N 0.088 -2.044 -1.321 -1.2 -7.9 2.4 0.12
O -1.854 -0.740 -1.894 4.3 -3.0 0.8 -0.04
F 1.467 -0.928 1.140 -0.4 2.2 -1.9 -0.11
Cl 0.902 1.673 1.469 0.4 -1.1 -0.1 0.60
```
Forces are in eV/Å.

The calculation puts the highest occupied orbital energy at -0.3371 Eh. The frontier orbital gap comes out at 8.46 eV. The net charge is 0. Its relative energy (zero: lowest compared OMol25 entry of this formula, charge and spin) is 3.6863 eV.